# 1
The following is a DFT calculation (ωB97M-V/def2-TZVPD) of 13 unconnected molecules or ions with the total composition C81H191N13O15 at a distorted geometry.

```
300
C81H191N13O15 ωB97M-V/def2-TZVPD
C -3.912 6.985 1.138
C -2.813 7.874 1.652
C -1.530 7.106 1.733
O -0.607 7.739 2.538
C 0.615 7.157 2.403
N -2.645 9.054 0.778
H -3.663 6.536 0.181
H -4.880 7.487 1.006
H -4.045 6.255 1.932
H -3.113 8.166 2.746
H -1.114 6.994 0.679
H -1.812 6.088 2.199
H 0.555 6.160 2.048
H 1.128 7.118 3.383
H 1.329 7.652 1.629
H -3.435 9.563 0.466
H -2.171 8.814 -0.094
C -4.084 0.822 -3.153
C -4.962 -0.187 -4.010
C -5.582 -1.381 -3.230
O -6.279 -2.202 -4.146
C -6.915 -3.291 -3.421
N -6.095 0.570 -4.629
H -3.826 1.702 -3.805
H -3.206 0.378 -2.693
H -4.790 1.225 -2.396
H -4.390 -0.711 -4.799
H -6.237 -0.955 -2.446
H -4.777 -1.973 -2.726
H -7.062 -3.083 -2.377
H -6.152 -4.163 -3.415
H -7.873 -3.588 -3.897
H -6.723 0.950 -3.922
H -6.570 0.085 -5.397
C -4.642 2.394 5.045
C -3.460 1.742 4.398
C -2.834 2.487 3.210
O -3.815 2.705 2.281
C -3.385 3.338 1.085
N -2.321 1.544 5.347
H -5.073 1.700 5.742
H -5.449 2.611 4.342
H -4.399 3.348 5.519
H -3.740 0.727 4.032
H -2.000 1.842 2.807
H -2.358 3.398 3.552
H -4.245 3.613 0.426
H -2.765 2.620 0.570
H -2.810 4.228 1.316
H -1.871 2.447 5.561
H -2.585 1.079 6.214
C 7.413 1.378 1.204
C 7.094 -0.067 0.718
C 5.644 -0.322 0.983
O 5.287 -0.111 2.307
C 5.129 -1.222 3.217
N 7.327 -0.357 -0.708
H 6.853 2.122 0.641
H 8.479 1.544 1.198
H 7.149 1.461 2.299
H 7.637 -0.751 1.342
H 5.396 -1.284 0.417
H 5.083 0.443 0.542
H 5.093 -0.807 4.224
H 5.990 -1.840 3.180
H 4.207 -1.788 3.017
H 8.281 -0.669 -0.914
H 7.018 0.373 -1.295
C -4.286 0.639 -8.368
C -3.425 1.869 -8.217
C -2.123 1.687 -7.429
O -2.440 1.091 -6.238
C -1.255 0.634 -5.603
N -3.263 2.683 -9.461
H -4.430 0.114 -7.456
H -3.785 -0.063 -9.063
H -5.275 0.911 -8.792
H -4.000 2.449 -7.591
H -1.645 2.688 -7.386
H -1.421 1.042 -7.928
H -0.832 -0.263 -6.088
H -1.612 0.294 -4.642
H -0.496 1.355 -5.435
H -3.341 2.043 -10.267
H -4.081 3.231 -9.587
C -3.460 -0.937 1.540
C -4.592 -1.482 0.677
C -5.049 -2.788 1.313
O -6.326 -3.201 0.715
C -6.962 -4.317 1.270
N -5.717 -0.474 0.653
H -3.807 -0.851 2.528
H -3.354 0.145 1.352
H -2.537 -1.530 1.464
H -4.123 -1.665 -0.376
H -5.332 -2.663 2.373
H -4.278 -3.597 1.212
H -6.307 -5.186 1.348
H -7.783 -4.649 0.590
H -7.301 -4.014 2.277
H -5.689 0.024 1.519
H -6.621 -0.951 0.555
C 3.874 -2.739 -2.848
C 3.764 -1.846 -4.099
C 4.254 -0.377 -3.708
C 4.570 0.438 -5.015
C 5.624 -0.384 -5.853
C 5.174 -1.806 -6.272
N 4.750 -2.471 -5.010
O 4.286 -3.784 -5.358
C 4.179 -1.789 -7.448
C 6.422 -2.468 -6.712
C 2.353 -1.927 -4.705
H 3.683 -3.711 -3.092
H 3.146 -2.533 -2.080
H 4.871 -2.603 -2.462
H 3.453 0.008 -3.100
H 5.144 -0.436 -3.053
H 5.003 1.390 -4.773
H 3.705 0.557 -5.621
H 6.511 -0.397 -5.200
H 5.898 0.170 -6.771
H 4.793 -1.707 -8.335
H 3.599 -2.728 -7.515
H 3.509 -0.930 -7.365
H 6.944 -1.755 -7.433
H 7.115 -2.755 -5.915
H 6.327 -3.418 -7.216
H 1.613 -2.178 -3.916
H 2.349 -2.686 -5.486
H 1.946 -0.962 -5.083
H 4.898 -4.432 -4.863
C -0.957 -2.612 -2.949
C -1.556 -3.936 -3.330
C -0.397 -5.004 -3.669
C 0.367 -5.432 -2.438
C -0.690 -6.102 -1.547
C -1.724 -5.141 -1.013
N -2.382 -4.567 -2.228
O -3.346 -3.649 -1.744
C -2.795 -5.917 -0.254
C -1.219 -4.074 -0.036
C -2.518 -3.821 -4.518
H -0.749 -2.008 -3.854
H -0.057 -2.664 -2.360
H -1.673 -1.943 -2.430
H -0.788 -5.953 -4.125
H 0.207 -4.409 -4.333
H 0.708 -4.488 -2.001
H 1.320 -6.027 -2.591
H -0.232 -6.458 -0.564
H -1.080 -7.032 -2.025
H -2.331 -6.464 0.553
H -3.639 -5.388 0.219
H -3.112 -6.664 -1.043
H -0.470 -3.439 -0.421
H -2.066 -3.466 0.419
H -0.795 -4.550 0.859
H -2.884 -4.832 -4.676
H -1.936 -3.503 -5.433
H -3.200 -3.020 -4.514
H -4.224 -3.934 -2.106
C -1.997 -3.475 4.257
C -1.990 -2.531 5.522
C -1.870 -3.347 6.809
C -0.539 -3.814 7.185
C 0.359 -2.589 7.290
C 0.376 -1.812 5.977
N -1.007 -1.441 5.607
O -0.957 -0.833 4.358
C 1.110 -0.460 6.227
C 1.172 -2.682 4.914
C -3.364 -1.871 5.626
H -3.011 -3.837 4.196
H -1.281 -4.378 4.310
H -1.667 -2.872 3.415
H -2.248 -2.671 7.615
H -2.528 -4.132 6.627
H -0.028 -4.483 6.483
H -0.561 -4.320 8.104
H 1.405 -2.856 7.546
H 0.046 -2.020 8.134
H 1.286 0.013 5.255
H 0.474 0.113 6.915
H 1.992 -0.699 6.766
H 0.775 -3.662 4.879
H 1.008 -2.291 3.937
H 2.233 -2.672 5.184
H -4.226 -2.534 5.631
H -3.546 -1.222 4.782
H -3.332 -1.288 6.563
H -1.295 0.050 4.682
C 3.304 -5.291 4.170
C 3.416 -6.596 3.447
C 2.046 -7.102 3.064
C 1.323 -6.221 1.997
C 2.244 -6.322 0.789
C 3.648 -5.779 1.073
N 4.202 -6.648 2.175
O 5.565 -6.200 2.540
C 4.557 -6.008 -0.149
C 3.611 -4.239 1.264
C 4.104 -7.574 4.370
H 3.119 -5.491 5.231
H 2.565 -4.623 3.797
H 4.278 -4.767 4.193
H 2.201 -8.102 2.696
H 1.335 -7.035 3.903
H 1.259 -5.238 2.428
H 0.299 -6.464 1.867
H 1.746 -5.950 -0.139
H 2.383 -7.379 0.572
H 4.331 -6.990 -0.493
H 4.310 -5.402 -1.017
H 5.578 -5.904 0.106
H 2.756 -3.792 1.825
H 4.584 -3.869 1.563
H 3.584 -3.780 0.256
H 4.966 -7.116 4.806
H 4.334 -8.485 3.815
H 3.322 -7.904 5.056
H 6.081 -7.001 2.275
C 0.099 0.270 1.405
C 1.288 0.155 0.402
C 0.785 0.144 -1.055
C 0.492 1.524 -1.548
C 1.707 2.418 -1.515
C 2.205 2.481 -0.030
N 2.328 1.147 0.569
O 2.553 1.245 1.991
C 3.615 3.014 -0.100
C 1.337 3.462 0.783
C 1.893 -1.226 0.506
H 0.336 0.591 2.426
H -0.391 -0.722 1.432
H -0.716 0.966 1.052
H 1.529 -0.332 -1.711
H -0.143 -0.448 -1.164
H -0.293 1.910 -0.944
H 0.072 1.545 -2.578
H 1.472 3.383 -1.850
H 2.463 1.965 -2.120
H 3.520 3.918 -0.685
H 3.938 3.306 0.885
H 4.296 2.308 -0.541
H 1.547 3.355 1.835
H 1.591 4.485 0.552
H 0.237 3.453 0.701
H 1.226 -1.972 0.039
H 1.948 -1.514 1.612
H 2.886 -1.239 0.043
H 3.459 1.022 2.185
C -1.543 9.578 -4.523
O -1.944 8.324 -4.931
C -3.335 8.147 -4.592
C -3.527 7.893 -3.132
N -2.648 6.894 -2.505
C -2.904 5.504 -2.972
C -1.749 4.717 -2.467
O -0.518 5.161 -2.984
C -0.150 4.716 -4.263
H -2.225 10.409 -4.949
H -0.510 9.711 -4.842
H -1.467 9.731 -3.410
H -3.559 7.281 -5.226
H -3.932 9.044 -4.857
H -4.577 7.597 -2.985
H -3.472 8.848 -2.607
H -1.709 7.100 -2.826
H -2.960 5.335 -4.063
H -3.807 5.150 -2.475
H -1.785 3.603 -2.642
H -1.496 4.799 -1.405
H -0.533 3.682 -4.549
H 0.947 4.705 -4.374
H -0.516 5.313 -5.080
C 6.170 4.236 4.854
O 5.130 3.509 5.474
C 4.217 2.928 4.536
C 2.862 2.759 5.135
N 2.101 3.989 5.281
C 0.678 3.721 5.531
C -0.010 5.066 5.562
O -1.335 5.024 5.026
C -2.045 6.244 5.088
H 5.869 4.918 4.062
H 6.862 3.458 4.348
H 6.726 4.750 5.641
H 4.608 1.889 4.310
H 4.118 3.496 3.645
H 3.008 2.125 6.075
H 2.283 1.960 4.628
H 2.560 4.581 6.005
H 0.444 3.115 6.451
H 0.462 3.067 4.661
H 0.649 5.775 4.991
H -0.125 5.463 6.578
H -2.245 6.502 6.076
H -2.937 6.000 4.489
H -1.529 7.073 4.593
```

total charge = 0
2S+1 = 1
highest occupied orbital energy = -8.37 eV
LUMO = 0.021 hartree

These are the Löwdin partial charges, in e, on atoms 1 to 6: C -0.08; C -0.43; C -0.26; O -0.17; C -0.15; N 0.05



# 2
The following is a DFT calculation (ωB97M-V/def2-TZVPD) of a molecular structure, C42H51ClKN8O4P.

```
108
C42H51ClKN8O4P ωB97M-V/def2-TZVPD
K -0.367 -0.924 0.663
C 1.675 0.694 3.505
N 0.251 0.743 3.280
C -0.179 2.116 3.038
C -0.566 0.055 4.220
C -0.086 -0.365 5.453
C -0.914 -0.987 6.392
C -2.256 -1.154 6.083
C -2.753 -0.751 4.849
C -1.931 -0.179 3.857
N -2.328 0.069 2.580
C -3.546 0.573 2.291
C -4.233 1.518 3.089
C -5.398 2.137 2.657
C -5.954 1.833 1.421
C -5.330 0.855 0.641
C -4.166 0.227 1.050
N -3.574 -0.848 0.307
C -3.771 -0.808 -1.127
C -3.951 -2.136 0.877
H 1.993 1.291 4.382
H 2.163 1.095 2.614
H 2.008 -0.335 3.645
H 0.042 2.749 3.916
H -1.243 2.147 2.818
H 0.347 2.507 2.166
H 0.954 -0.192 5.700
H -0.511 -1.317 7.343
H -2.923 -1.626 6.797
H -3.796 -0.918 4.600
H -3.793 1.789 4.043
H -5.863 2.888 3.288
H -6.852 2.327 1.072
H -5.769 0.577 -0.310
H -4.830 -0.887 -1.438
H -3.239 -1.648 -1.577
H -3.359 0.115 -1.531
H -5.035 -2.319 0.773
H -3.697 -2.139 1.938
H -3.404 -2.937 0.384
O 0.101 -4.913 -1.192
Cl -0.657 -3.739 -0.842
O -2.024 -3.870 -1.305
O -0.643 -3.546 0.610
O -0.056 -2.553 -1.451
C 7.415 -0.967 2.327
C 6.388 -0.167 2.815
C 5.107 -0.288 2.296
C 4.820 -1.197 1.274
C 5.859 -1.993 0.797
C 7.145 -1.881 1.320
P 3.066 -1.227 0.659
C 3.187 -2.685 -0.455
C 3.156 -3.958 0.116
C 3.289 -5.091 -0.672
C 3.431 -4.970 -2.049
C 3.431 -3.711 -2.631
C 3.315 -2.577 -1.836
C 3.032 0.245 -0.433
C 4.149 0.639 -1.183
C 4.144 1.855 -1.850
C 3.020 2.675 -1.737
C 1.911 2.244 -1.017
C 1.837 1.002 -0.337
H 8.416 -0.881 2.735
H 6.582 0.551 3.603
H 4.312 0.340 2.682
H 5.665 -2.713 0.010
H 7.938 -2.511 0.931
H 3.007 -4.057 1.186
H 3.242 -6.073 -0.216
H 3.502 -5.855 -2.669
H 3.506 -3.609 -3.707
H 3.305 -1.593 -2.291
H 5.031 0.005 -1.232
H 5.007 2.169 -2.427
H 3.019 3.651 -2.216
H 1.055 2.919 -0.979
C 1.054 -0.571 -3.479
N 0.172 0.227 -4.333
C 0.892 1.140 -5.207
C -0.962 0.781 -3.712
N -1.101 1.038 -2.470
N -2.002 1.018 -4.613
C -3.212 1.597 -4.062
C -2.284 0.010 -5.619
H 1.679 -1.191 -4.125
H 0.462 -1.227 -2.842
H 1.710 0.032 -2.846
H 1.503 1.850 -4.634
H 0.186 1.694 -5.824
H 1.557 0.570 -5.861
H -0.211 1.014 -1.976
H -3.850 0.841 -3.591
H -3.776 2.078 -4.866
H -2.964 2.332 -3.305
H -1.359 -0.444 -5.963
H -2.791 0.478 -6.467
H -2.938 -0.776 -5.222
N -2.234 3.350 -0.650
C -2.997 4.267 -1.274
C -3.081 5.351 -0.432
C -2.318 4.971 0.692
N -1.807 3.757 0.551
H -1.984 2.433 -1.010
H -3.418 4.085 -2.247
H -3.622 6.267 -0.597
H -2.127 5.523 1.599
```

energy above the lowest of the compared OMol25 structures with the same formula, charge and spin = 0.486 eV
total charge = -2
2S+1 = 1
highest occupied orbital energy = -0.99 eV
LUMO = 0.148 hartree

These are the Löwdin partial charges, in e, on atoms 1 to 6: K 0.61; C -0.15; N -0.21; C -0.08; C -0.20; C -0.06